Entry 1:
The following is a DFT calculation (ωB97M-V/def2-TZVPD) of a structure of composition C45H38F5N2O2P2RuS at a distorted geometry.

As for the spin multiplicity: 2. The value obtained for the HOMO-LUMO gap (spin up / spin down) is 6.7350 / 6.9964 eV. The expectation value of S² is 0.759. The calculation puts the relative energy (zero: lowest compared OMol25 entry of this formula, charge and spin) at 46.35 kJ/mol.

The geometry in XYZ format:
```
96
C45H38F5N2O2P2RuS ωB97M-V/def2-TZVPD
Ru -0.131 0.552 -0.595
O 1.966 -0.397 1.225
C 3.189 0.061 0.784
C 4.146 0.610 1.624
C 5.324 1.101 1.075
C 5.538 1.057 -0.291
C 4.546 0.550 -1.122
C 3.354 0.058 -0.611
P 1.882 -0.356 -1.646
C 2.346 0.178 -3.339
C 1.597 1.193 -3.923
C 1.891 1.635 -5.209
C 2.930 1.060 -5.921
C 3.675 0.031 -5.353
C 3.379 -0.409 -4.075
C 2.065 -2.171 -1.793
C 2.646 -2.939 -0.786
C 2.685 -4.323 -0.889
C 2.142 -4.955 -1.998
C 1.550 -4.198 -3.001
C 1.506 -2.817 -2.897
C 1.595 -0.494 2.550
C 2.445 -1.070 3.488
C 2.052 -1.137 4.814
C 0.819 -0.632 5.205
C -0.034 -0.111 4.249
C 0.317 -0.053 2.900
P -0.921 0.560 1.669
C -1.261 2.203 2.439
C -2.416 2.549 3.128
C -2.563 3.822 3.670
C -1.551 4.758 3.543
C -0.381 4.415 2.874
C -0.243 3.152 2.326
C -2.402 -0.409 2.118
C -3.621 0.021 1.584
C -4.786 -0.693 1.814
C -4.743 -1.874 2.547
C -3.533 -2.328 3.048
C -2.369 -1.600 2.836
H 3.973 0.676 2.687
H 6.073 1.526 1.730
H 6.458 1.438 -0.716
H 4.693 0.581 -2.193
H 0.769 1.621 -3.371
H 1.293 2.420 -5.653
H 3.154 1.399 -6.924
H 4.481 -0.429 -5.911
H 3.947 -1.230 -3.650
H 3.074 -2.460 0.086
H 3.137 -4.907 -0.098
H 2.179 -6.033 -2.082
H 1.115 -4.685 -3.865
H 1.023 -2.236 -3.675
H 3.403 -1.463 3.177
H 2.717 -1.579 5.545
H 0.520 -0.661 6.244
H -1.009 0.256 4.547
H -3.215 1.830 3.255
H -3.476 4.077 4.195
H -1.669 5.749 3.962
H 0.419 5.137 2.771
H 0.667 2.896 1.795
H -3.658 0.925 0.984
H -5.727 -0.331 1.420
H -5.650 -2.441 2.714
H -3.487 -3.260 3.596
H -1.433 -1.981 3.220
C 2.220 3.015 -0.697
O 0.845 3.329 -0.869
C -0.093 2.372 -0.814
C -1.403 3.117 -0.974
H 2.710 3.942 -0.405
H 2.641 2.652 -1.635
H 2.336 2.265 0.082
H -1.295 4.157 -0.663
H -2.205 2.640 -0.422
H -1.684 3.080 -2.028
F -7.174 -1.758 -1.286
C -5.954 -1.295 -1.567
C -4.949 -2.157 -1.961
F -5.207 -3.464 -2.082
C -3.686 -1.660 -2.221
F -2.781 -2.554 -2.648
C -3.342 -0.316 -2.081
S -1.710 0.229 -2.481
C -4.394 0.517 -1.710
F -4.213 1.837 -1.583
C -5.671 0.051 -1.450
F -6.635 0.895 -1.067
N -1.534 -2.740 0.324
N -0.592 -1.877 -0.318
H -1.832 -3.447 -0.337
H -2.350 -2.185 0.553
H -0.775 -1.791 -1.317
H 0.321 -2.286 -0.191
```

***

Entry 2:
The following is a DFT calculation (ωB97M-V/def2-TZVPD) of a structure of composition C45H38FeN3P2 at a distorted geometry.

As for the spin multiplicity: 6. The value obtained for the HOMO-LUMO gap (spin up / spin down) is 7.5291 / 6.0910 eV. The net charge is +2. The expectation value of S² is 8.830. The calculation puts the relative energy (zero: lowest compared OMol25 entry of this formula, charge and spin) at 0.00 kJ/mol.

The geometry in XYZ format:
```
89
C45H38FeN3P2 ωB97M-V/def2-TZVPD
Fe 0.563 -0.072 -0.403
C 1.192 1.322 -4.687
C 0.994 1.297 -3.305
N 1.156 0.216 -2.565
C 1.629 -0.896 -3.163
C 1.948 -0.949 -4.545
C 1.662 0.196 -5.316
C 2.572 -2.108 -5.059
C 2.924 -3.142 -4.217
C 2.608 -3.111 -2.866
C 1.905 -2.027 -2.319
N 1.561 -1.852 -1.045
C 1.691 -2.690 0.007
C 1.535 -4.076 0.037
C 1.714 -4.779 1.229
C 2.141 -4.149 2.375
C 2.339 -2.752 2.384
C 2.890 -2.044 3.472
C 3.054 -0.687 3.367
C 2.565 -0.031 2.231
N 2.042 -0.656 1.197
C 2.002 -2.007 1.229
H 0.994 2.229 -5.235
H 0.712 2.205 -2.789
H 1.850 0.194 -6.379
H 2.811 -2.155 -6.110
H 3.461 -3.992 -4.610
H 2.935 -3.909 -2.217
H 1.236 -4.606 -0.854
H 1.543 -5.844 1.237
H 2.339 -4.706 3.277
H 3.202 -2.582 4.355
H 3.516 -0.116 4.155
H 2.613 1.045 2.163
C -3.298 1.713 1.093
C -2.188 1.476 2.124
P -0.791 0.334 1.699
C -1.620 -1.258 1.410
C -2.493 -1.886 2.292
C -3.007 -3.129 1.971
C -2.670 -3.737 0.772
C -1.818 -3.106 -0.123
C -1.295 -1.869 0.200
C -0.130 0.193 3.395
C -0.087 -1.006 4.097
C 0.343 -1.023 5.411
C 0.760 0.144 6.029
C 0.753 1.336 5.322
C 0.320 1.362 4.009
C -3.060 1.211 -0.334
P -1.371 1.362 -1.108
C -1.852 2.058 -2.742
C -2.189 1.141 -3.736
C -2.555 1.579 -4.996
C -2.596 2.936 -5.273
C -2.268 3.854 -4.286
C -1.887 3.421 -3.026
C -0.461 2.717 -0.281
C 0.883 2.407 -0.025
C 1.679 3.300 0.667
C 1.145 4.505 1.111
C -0.180 4.815 0.855
C -0.986 3.926 0.159
H -3.518 2.781 1.067
H -4.206 1.218 1.441
H -2.616 1.078 3.048
H -1.704 2.422 2.387
H -2.769 -1.409 3.221
H -3.678 -3.622 2.657
H -3.088 -4.699 0.525
H -1.572 -3.573 -1.064
H -0.627 -1.317 -0.492
H -0.405 -1.925 3.629
H 0.336 -1.950 5.960
H 1.089 0.124 7.055
H 1.074 2.248 5.798
H 0.319 2.295 3.463
H -3.761 1.717 -1.004
H -3.287 0.139 -0.392
H -2.154 0.082 -3.509
H -2.807 0.863 -5.764
H -2.868 3.279 -6.260
H -2.307 4.912 -4.496
H -1.613 4.151 -2.277
H 1.308 1.458 -0.411
H 2.716 3.071 0.862
H 1.770 5.197 1.651
H -0.589 5.749 1.212
H -2.022 4.171 -0.025
```